The following is a quantum chemistry calculation of 2 unconnected molecules or ions with the total composition C5H11NO2S2 at a distorted geometry, from the Open Molecules 2025 dataset.

The geometry in XYZ format:
```
21
Properties=species:S:1:pos:R:3:forces:R:3
C -3.281 -0.971 -0.480 0.39 -2.84 -2.56
C -2.958 0.212 -0.106 2.58 1.52 0.89
S -1.177 0.501 0.080 -1.42 2.02 0.62
N -0.338 -0.225 -0.926 -1.23 0.31 -1.57
O -1.012 0.354 1.494 0.66 -0.83 0.33
O -1.013 2.107 -0.142 0.19 0.36 0.93
H -4.286 -1.296 -0.537 -1.00 -0.27 0.46
H -2.570 -1.685 -0.986 -0.54 1.02 0.74
H -3.527 0.853 0.509 -0.81 0.88 0.17
H -0.671 0.179 -1.864 0.80 -0.87 1.45
H -0.495 2.512 0.640 -0.99 -1.15 -1.54
C 2.496 -0.561 -1.021 -1.56 1.53 0.92
C 2.148 0.361 0.198 0.07 -2.00 -0.54
C 1.759 -0.311 1.471 1.27 -3.93 -1.83
S 2.230 1.956 0.102 0.21 0.85 -0.23
H 3.410 -0.127 -1.384 0.08 0.02 -1.08
H 2.643 -1.582 -0.779 0.38 -0.99 0.79
H 1.550 -0.601 -1.644 1.78 0.59 0.23
H 2.658 -0.824 1.899 -0.36 0.50 -0.36
H 1.388 0.333 2.151 -1.23 2.09 2.25
H 1.045 -1.186 1.325 0.73 1.20 -0.09
```
Positions in Å, forces in eV/Å.

## Properties
Energy above the lowest of the compared OMol25 structures with the same formula, charge and spin, eV: 3.413
Total energy, eV: -32615.0212
HOMO-LUMO gap, eV: 8.69
SMILES: C=C[S@](=N)(=O)O.CC(C)=S
HOMO level, eV: -8.29
LUMO, eV: 0.396
Total charge: 0
Max |F|, eV/A: 4.51

***

The following is a quantum chemistry calculation of 2 unconnected molecules or ions with the total composition C5H11NO3 at a distorted geometry, from the Open Molecules 2025 dataset.

The geometry in XYZ format:
```
20
Properties=species:S:1:pos:R:3:forces:R:3
C -2.286 -0.734 -1.369 -0.05 1.06 0.00
C -1.156 -1.076 -0.444 1.36 -3.68 -1.09
O -1.300 -1.784 0.545 0.64 2.07 -0.96
O 0.099 -1.027 -1.155 -1.61 -0.18 1.72
N 1.147 -1.789 -0.485 -0.54 0.48 -0.03
H -2.851 0.098 -0.942 -0.06 -0.03 -0.18
H -2.955 -1.594 -1.459 0.24 0.04 0.29
H -1.931 -0.475 -2.368 0.05 0.14 0.27
H 0.682 -2.135 0.364 0.15 -0.08 -0.22
H 1.272 -2.584 -1.107 -0.12 -0.03 0.07
C 2.361 1.150 0.424 -0.70 -0.35 -0.39
C 1.252 1.507 -0.228 -1.20 0.88 1.54
O -0.096 1.526 0.281 1.99 0.15 -0.53
C -0.255 1.305 1.681 0.19 -0.46 -0.21
H 2.348 0.596 1.354 -0.08 0.21 0.06
H 3.328 1.260 -0.055 -0.25 0.04 -0.05
H 1.272 2.048 -1.166 -0.10 -0.34 -0.10
H -0.135 0.236 1.878 -0.14 0.02 0.24
H 0.469 1.843 2.298 0.07 0.17 -0.26
H -1.264 1.629 1.954 0.16 -0.13 -0.18
```
Positions in Å, forces in eV/Å.

## Properties
Energy above the lowest of the compared OMol25 structures with the same formula, charge and spin, eV: 3.953
Total energy, eV: -12992.8985
HOMO-LUMO gap, eV: 9.80
SMILES: CC(=O)ON.C=COC
HOMO level, eV: -8.91
LUMO, eV: 0.886
Total charge: 0
Max |F|, eV/A: 4.07

***

The following is a quantum chemistry calculation of 2 unconnected molecules or ions with the total composition C5H11NO3 at a distorted geometry, from the Open Molecules 2025 dataset.

The geometry in XYZ format:
```
20
Properties=species:S:1:pos:R:3:forces:R:3
C 0.016 -0.654 2.292 0.03 -0.60 0.03
C 0.601 0.469 1.511 1.03 0.08 1.06
N 0.162 0.735 0.228 -1.11 -0.38 -0.78
C -2.179 1.030 -0.440 -0.19 0.47 -0.19
C -0.951 0.095 -0.420 0.29 0.22 0.76
C -0.590 -0.224 -1.885 0.30 0.16 -0.71
O 0.413 0.150 -2.402 -0.22 0.19 0.00
O 1.504 1.193 1.914 -0.42 -0.04 -0.36
H -1.062 -0.561 2.418 -0.01 0.01 -0.01
H 0.499 -0.738 3.263 -0.03 0.45 0.01
H 0.240 -1.609 1.805 -0.19 0.09 -0.27
H 0.616 1.508 -0.266 0.16 -0.03 0.10
H -2.479 1.332 0.561 0.09 -0.18 0.11
H -1.986 1.943 -1.011 0.05 -0.18 -0.02
H -3.009 0.497 -0.901 0.02 -0.06 -0.06
H -1.170 -0.840 0.093 -0.04 0.04 0.03
H -1.386 -0.770 -2.424 0.04 -0.07 0.19
H 1.451 -1.271 -0.566 0.16 -0.62 -0.28
H 1.644 -2.575 -1.353 -0.29 0.12 0.27
O 1.023 -2.124 -0.755 0.33 0.33 0.12
```
Positions in Å, forces in eV/Å.

## Properties
Energy above the lowest of the compared OMol25 structures with the same formula, charge and spin, eV: 0.000
Total energy, eV: -12986.7636
Spin multiplicity: 2
HOMO-LUMO gap (alpha / beta), eV: 11.76 / 5.90
HOMO level (alpha / beta), eV: -15.22 / -14.97
LUMO (alpha / beta), eV: -3.465 / -9.073
Total charge: +1
Max |F|, eV/A: 1.48

***

The following is a quantum chemistry calculation of 2 unconnected molecules or ions with the total composition C5H11NO3S at a distorted geometry, from the Open Molecules 2025 dataset.

The geometry in XYZ format:
```
21
Properties=species:S:1:pos:R:3:forces:R:3
C 2.162 -1.068 -1.969 0.07 -0.02 0.07
C 1.699 0.261 -2.496 -0.06 -0.04 0.11
C 1.657 -1.008 -0.516 0.21 -0.51 0.05
C 1.142 0.947 -1.511 0.26 -0.18 -0.17
C -1.941 0.619 2.634 0.09 0.22 0.37
N -2.312 -0.139 1.465 0.16 0.00 -0.71
O -2.730 1.539 -0.378 1.12 0.01 0.20
O -1.792 -0.731 -0.881 0.20 -0.58 -0.46
O 1.130 0.307 -0.305 0.30 0.18 0.17
S -1.581 0.390 0.006 -1.94 0.85 0.83
H 1.722 -1.900 -2.518 0.03 -0.05 0.01
H 3.250 -1.161 -2.027 -0.03 -0.06 0.00
H 1.827 0.574 -3.511 -0.05 0.21 -0.23
H -3.533 1.144 -0.727 -0.33 -0.48 0.01
H 0.847 -1.723 -0.341 0.08 0.06 -0.01
H 2.451 -1.176 0.219 -0.14 0.02 -0.10
H 0.711 1.928 -1.506 -0.11 0.23 0.00
H -2.748 0.589 3.370 0.07 0.08 -0.06
H -1.018 0.267 3.109 -0.02 0.08 -0.02
H -1.800 1.652 2.317 -0.01 0.10 0.23
H -2.269 -1.140 1.581 0.11 -0.13 -0.29
```
Positions in Å, forces in eV/Å.

## Properties
Energy above the lowest of the compared OMol25 structures with the same formula, charge and spin, eV: 1.808
Total energy, eV: -23829.2444
HOMO-LUMO gap, eV: 9.21
HOMO level, eV: -8.35
LUMO, eV: 0.858
Total charge: 0
Max |F|, eV/A: 2.28

***

The following is a quantum chemistry calculation of C5H11NO4 in the gas phase at a distorted geometry, from the Open Molecules 2025 dataset.

The geometry in XYZ format:
```
21
Properties=species:S:1:pos:R:3:forces:R:3
O 0.419 1.633 1.315 -3.80 4.37 -2.62
C -0.498 1.159 0.151 8.99 -7.95 8.09
C 0.347 0.649 -0.911 -1.61 2.17 -5.83
O -0.712 0.545 -2.100 -7.68 6.49 15.07
C 1.081 -0.611 -0.872 -2.50 2.92 6.09
O 2.180 -0.403 -0.026 4.59 2.70 0.71
C 0.129 -1.597 -0.320 1.54 -3.11 3.95
N -0.362 -1.191 1.043 0.22 -1.50 1.03
C -1.309 0.029 0.870 10.11 2.29 8.68
O -1.737 0.400 2.157 -0.30 0.46 -0.67
H -0.006 2.620 1.344 2.05 -3.18 0.51
H -1.229 1.573 -0.167 -8.18 7.56 -3.84
H 0.941 1.393 -1.458 0.42 0.46 1.23
H -0.322 0.230 -2.705 8.52 -6.91 -13.41
H 1.489 -0.756 -1.710 2.19 -1.97 -7.24
H 2.964 0.426 -0.339 -4.24 -3.86 0.96
H -0.742 -1.898 -0.907 0.72 -0.15 -0.75
H 0.867 -2.400 0.063 -1.54 0.11 -1.45
H -0.705 -2.172 1.618 0.54 4.19 -2.26
H -1.830 -0.428 0.310 -9.38 -4.43 -7.13
H -0.967 0.798 2.644 -0.67 -0.66 -1.12
```
Positions in Å, forces in eV/Å.

## Properties
Energy above the lowest of the compared OMol25 structures with the same formula, charge and spin, eV: 9.961
Total energy, eV: -15034.6402
HOMO-LUMO gap, eV: 8.90
SMILES: O[C@H]1[C@H](O)[C@@H](O)CN[C@H]1O
HOMO level, eV: -8.47
LUMO, eV: 0.432
Total charge: 0
Max |F|, eV/A: 18.11

***

The following is a quantum chemistry calculation of C5H11NO5S in the gas phase at a distorted geometry, from the Open Molecules 2025 dataset.

The geometry in XYZ format:
```
23
Properties=species:S:1:pos:R:3:forces:R:3
C 0.243 -1.412 -2.098 2.14 -2.41 0.32
C 1.020 -0.563 -1.116 -1.03 2.40 0.09
C 0.287 -0.057 0.182 0.10 -1.02 -2.35
C 1.199 0.759 0.966 2.13 0.20 3.37
N 0.435 1.603 1.944 1.56 1.14 -0.36
O -0.215 -1.099 1.002 0.84 1.17 -0.46
C -1.325 -1.753 0.648 -0.06 -0.47 0.61
O -1.912 -1.859 -0.366 -0.25 0.12 -0.87
S -1.044 1.086 -0.269 -0.15 1.72 -2.07
O -1.724 0.582 -1.409 -0.83 0.23 0.38
O -0.441 2.408 -0.466 -0.57 -1.31 0.64
O -2.013 1.087 0.990 -0.83 -0.56 -1.87
H -0.779 -1.215 -2.032 -1.25 0.46 -0.63
H 0.342 -2.484 -1.703 -0.11 1.17 -0.88
H 0.672 -1.375 -3.131 -0.46 0.07 0.93
H 1.368 0.399 -1.533 -0.34 -0.27 -0.38
H 1.933 -0.986 -0.799 0.97 -0.92 0.59
H 1.840 0.039 1.557 -0.71 0.58 -0.44
H 1.939 1.406 0.478 -0.57 -0.45 -0.82
H 0.068 2.366 1.286 1.10 -0.55 1.74
H 1.227 1.991 2.521 -1.67 -0.10 -0.46
H -1.588 -2.186 1.555 -1.09 -1.48 1.79
H -1.533 1.262 1.792 1.09 0.27 1.15
```
Positions in Å, forces in eV/Å.

## Properties
Energy above the lowest of the compared OMol25 structures with the same formula, charge and spin, eV: 0.236
Total energy, eV: -27924.3320
HOMO-LUMO gap, eV: 11.10
SMILES: CC[C@](CN)(OC=O)S(=O)(=O)O
HOMO level, eV: -10.54
LUMO, eV: 0.563
Total charge: 0
Max |F|, eV/A: 3.99

***

Number 4 is which compound?
C5H11NO3S